# 1
Computed, not measured: a structure of composition C38H51BILaN5O5S at a distorted geometry, with ωB97M-V with the def2-TZVPD basis set.

## Properties
maximum force: 3.436 eV/A
energy: -2881.23992 hartree
LUMO energy: 2.237 eV
total charge: -1
energy relative to the best compared isomer or geometry (same formula, charge and spin): 0.8 kcal per mole
HOMO-LUMO gap: 7.068 eV

Last column: Mulliken charge in e.
Element x y z (Å)
La  0.51728  0.49968  -0.69702  1.300
O  2.60418  1.72888  1.79038  -0.700
C  2.81338  1.39628  0.63048  -0.220
O  2.52518  0.26758  0.12418  -0.125
C  3.56738  2.37078  -0.32322  0.194
C  3.87568  1.63908  -1.63912  0.077
C  4.85498  2.46458  -2.49222  -0.968
C  3.91708  3.54178  -3.05982  -0.943
C  2.60288  3.17628  -2.34872  -0.017
O  2.63338  1.75928  -2.32922  -0.223
C  2.72158  3.55548  -0.85112  0.301
C  1.29558  3.77388  -0.28822  -0.257
O  0.88648  4.93518  -0.25992  -0.775
O  0.60418  2.76088  0.02008  -0.604
H  4.45408  2.72138  0.21298  0.465
H  4.14648  0.58998  -1.51362  0.409
H  5.66088  2.87368  -1.88522  0.342
H  5.29458  1.85098  -3.27852  0.350
H  4.23698  4.55748  -2.83892  0.376
H  3.80648  3.43798  -4.13872  0.331
H  1.70548  3.53748  -2.85472  0.184
H  3.24588  4.50608  -0.72832  0.636
C  3.03158  -2.95892  -1.91312  -1.517
C  1.99908  -3.38512  -0.87072  1.479
C  1.72548  -4.89052  -0.96702  -1.731
C  2.44988  -3.04382  0.53088  0.663
C  3.77178  -3.25082  0.90178  -0.561
C  4.20628  -2.98502  2.18428  -1.670
C  3.31548  -2.50742  3.12378  -0.348
C  1.98608  -2.29082  2.79538  0.503
C  1.03938  -1.75212  3.84528  2.198
C  0.81028  -2.78442  4.95628  -1.848
C  1.55498  -0.42682  4.40888  -1.507
C  1.55228  -2.56362  1.48958  0.104
N  0.17098  -2.40842  1.20158  0.500
B  -0.56622  -1.24192  0.74148  0.453
N  -1.92852  -1.65452  1.05068  0.376
C  -1.94952  -2.93172  1.58798  -1.236
C  -0.68662  -3.38142  1.68048  -0.707
C  -3.12442  -0.90182  1.05658  -0.800
C  -3.83412  -0.68272  -0.13052  0.660
C  -5.01172  0.05008  -0.08472  -0.488
C  -5.48312  0.56568  1.10608  -1.670
C  -4.79362  0.32678  2.27778  -0.433
C  -3.61892  -0.41152  2.27508  0.820
C  -2.90222  -0.67042  3.58138  1.999
C  -2.50762  0.64028  4.26318  -1.466
C  -3.75472  -1.53172  4.51938  -1.680
C  -3.36972  -1.29752  -1.42972  1.708
C  -3.39132  -0.29882  -2.58592  -1.749
C  -4.23232  -2.52372  -1.74822  -1.794
H  2.61768  -3.05042  -2.91332  0.407
H  3.92638  -3.57482  -1.85772  0.418
H  3.30468  -1.91932  -1.74722  0.040
H  1.06388  -2.85282  -1.07992  -0.175
H  2.63358  -5.45232  -0.74822  0.340
H  1.38658  -5.14682  -1.96922  0.456
H  0.95528  -5.18382  -0.25562  0.316
H  4.48038  -3.62302  0.17838  0.284
H  5.24368  -3.13752  2.44668  0.367
H  3.66068  -2.29002  4.12398  0.350
H  0.07428  -1.54702  3.37678  -1.257
H  1.73758  -3.00192  5.48348  0.403
H  0.42678  -3.71542  4.54078  0.361
H  0.08418  -2.41292  5.67928  0.402
H  2.46968  -0.56952  4.98118  0.383
H  0.80738  0.01818  5.06448  0.385
H  1.76198  0.26468  3.59378  0.241
H  -2.87422  -3.41412  1.84698  0.551
H  -0.32062  -4.32272  2.04888  0.571
H  -5.57362  0.21318  -0.99152  0.347
H  -6.39102  1.15018  1.12298  0.371
H  -5.17692  0.72238  3.20758  0.374
H  -1.98412  -1.22382  3.37568  -0.932
H  -3.38352  1.24318  4.49368  0.346
H  -1.84992  1.21518  3.61548  0.284
H  -1.98132  0.43158  5.19338  0.413
H  -4.67802  -1.02302  4.79088  0.344
H  -3.20022  -1.74722  5.43218  0.430
H  -4.00952  -2.47732  4.04418  0.349
H  -2.33722  -1.63992  -1.30422  -0.239
H  -4.40752  -0.00722  -2.84302  0.344
H  -2.92992  -0.74122  -3.46492  0.446
H  -2.82722  0.59348  -2.32042  0.381
H  -5.27032  -2.23802  -1.91062  0.349
H  -4.19682  -3.23572  -0.92592  0.354
H  -3.86222  -3.01642  -2.64422  0.434
C  -0.22332  4.92978  -6.16442  -1.127
C  -0.97482  3.67028  -5.73512  -0.326
C  -1.07222  3.54018  -4.25962  0.154
N  -0.81232  2.48858  -3.59152  -0.470
N  -1.00132  2.58138  -2.27322  0.405
C  -1.42522  3.75198  -1.89142  0.054
N  -1.74272  4.06698  -0.62562  -0.423
S  -1.63282  4.87428  -3.23152  -0.317
H  -0.19872  5.00388  -7.24992  0.380
H  0.79898  4.91818  -5.79302  0.230
H  -0.71742  5.81688  -5.77232  0.365
H  -0.48362  2.77298  -6.11482  0.250
H  -1.98922  3.70558  -6.14472  0.270
H  -1.16932  3.53328  0.03568  0.242
H  -1.73192  5.05298  -0.40542  0.301
I  0.56638  -0.74632  -3.54672  -0.615

***

# 2
Computed, not measured: a structure of composition C38H51BN9O2RbSSb2 at a distorted geometry, with ωB97M-V with the def2-TZVPD basis set.

## Properties
maximum force: 1.009 eV/A
energy: -3049.60392 hartree
LUMO energy: 3.841 eV
total charge: -2
energy relative to the best compared isomer or geometry (same formula, charge and spin): 1.1 kcal per mole
HOMO-LUMO gap: 5.449 eV

Last column: Mulliken charge in e.
Element x y z (Å)
Rb  0.10837  0.06392  -0.86035  1.075
C  -0.42067  2.76479  2.14858  -0.580
C  1.05861  2.71898  1.93989  0.474
C  2.08886  3.19606  2.77317  -1.744
C  3.25362  2.86713  2.11061  1.007
C  4.66882  3.09752  2.53368  -1.228
N  2.91270  2.24049  0.96340  0.648
N  1.56415  2.14282  0.86095  0.267
B  3.87041  1.71395  -0.13970  -0.923
N  4.07805  0.18679  -0.04133  0.510
N  3.05027  -0.69497  -0.13328  0.295
C  3.57534  -1.90346  -0.03571  0.522
C  2.70727  -3.12021  -0.08900  -0.553
C  4.97545  -1.82223  0.11545  -1.679
C  5.25158  -0.47081  0.10235  0.956
C  6.58223  0.20516  0.19821  -1.353
N  3.42192  2.16701  -1.54375  0.649
N  2.39538  1.57889  -2.21181  -0.138
C  2.26724  2.22653  -3.35854  0.682
C  1.21529  1.83908  -4.34850  -1.341
C  3.22128  3.26256  -3.44672  -1.346
C  3.93189  3.18922  -2.26714  0.890
C  5.05162  4.05835  -1.79039  -1.299
H  -0.72814  2.15315  3.00066  0.145
H  -0.77593  3.78348  2.32187  0.363
H  -0.93532  2.38469  1.26581  -0.166
H  2.00280  3.69636  3.72662  0.418
H  4.67846  3.58137  3.51145  0.322
H  5.22087  2.15831  2.61426  0.170
H  5.21293  3.72975  1.82855  0.193
H  4.94257  2.22048  0.07075  -0.275
H  1.69976  -2.86910  -0.42852  -0.175
H  3.11492  -3.86501  -0.77819  0.335
H  2.62988  -3.59797  0.89389  0.136
H  5.68725  -2.62830  0.21444  0.431
H  7.35730  -0.55132  0.33071  0.322
H  6.81428  0.77680  -0.70308  0.220
H  6.63308  0.89833  1.03992  0.182
H  0.67819  0.94998  -4.02173  0.169
H  0.47050  2.62828  -4.47398  0.219
H  1.65082  1.63204  -5.32928  0.403
H  3.36793  3.96956  -4.24903  0.423
H  5.26159  4.81942  -2.54355  0.347
H  4.79920  4.56424  -0.85512  0.213
H  5.96630  3.48915  -1.61134  0.160
C  -6.07390  1.03502  2.07282  -1.341
Sb  -4.94257  -0.55168  1.11508  0.838
C  -4.73723  0.51902  -0.71364  -0.877
C  -3.09533  0.17280  1.97691  -0.158
C  -2.94200  -0.07040  3.44077  0.033
C  -3.16935  0.96504  4.34841  -0.345
C  -3.03965  0.78271  5.71875  -0.817
C  -2.66810  -0.46174  6.20631  -0.593
C  -2.43959  -1.50184  5.31554  -0.630
C  -2.57588  -1.33613  3.93685  0.570
C  -2.30435  -2.46788  3.00534  -0.981
Sb  -0.36936  -2.36675  2.02834  0.291
C  0.67931  -3.01353  3.81440  -1.473
C  -0.59323  -4.32463  1.19915  -1.284
H  -6.06192  0.90287  3.15771  0.338
H  -7.11173  1.02102  1.73115  0.369
H  -5.63352  2.00423  1.82238  0.319
H  -5.72577  0.67998  -1.14912  0.439
H  -4.13226  -0.03910  -1.42869  -0.055
H  -4.27407  1.48943  -0.51748  0.279
H  -3.08157  1.24350  1.76764  0.718
H  -2.30693  -0.30378  1.38912  -0.492
H  -3.44918  1.93757  3.95643  0.429
H  -3.22028  1.61104  6.39363  0.377
H  -2.55356  -0.62456  7.27155  0.383
H  -2.14868  -2.47836  5.68999  0.362
H  -3.01557  -2.49881  2.17824  0.230
H  -2.33385  -3.42554  3.53031  0.763
H  0.35332  -4.01134  4.12211  0.430
H  0.46716  -2.30190  4.61687  0.364
H  1.75651  -3.02278  3.63514  0.342
H  -0.56171  -5.06720  1.99934  0.532
H  0.18676  -4.51741  0.46308  0.266
H  -1.55974  -4.36442  0.69472  0.283
S  -3.11256  -0.22009  -4.12058  -0.455
C  -2.79750  1.35607  -3.50819  -0.374
C  -3.57323  2.47822  -3.91825  -0.649
C  -3.29884  3.73780  -3.44760  -0.213
C  -2.23192  3.92958  -2.56284  -0.902
C  -1.51606  2.80094  -2.21002  -0.186
N  -1.77698  1.56412  -2.63898  0.320
H  -4.38137  2.30373  -4.61526  0.366
H  -3.90639  4.57748  -3.77122  0.335
H  -1.96466  4.90006  -2.16537  0.422
H  -0.66282  2.90104  -1.53627  0.362
O  -2.57016  -1.87316  -0.10253  -0.417
N  -2.66613  -2.67133  -1.07139  -1.110
N  -1.55257  -2.88883  -1.68830  1.066
O  -0.42303  -2.34565  -1.34136  -0.356
C  -1.59471  -3.74709  -2.82681  -0.098
C  -2.77464  -4.36203  -3.24495  -0.350
C  -2.75297  -5.17948  -4.36173  -0.510
C  -1.57431  -5.39158  -5.07025  -0.449
C  -0.41093  -4.77019  -4.64532  -0.551
C  -0.41202  -3.94645  -3.52675  -0.287
H  -3.69112  -4.17689  -2.70699  0.368
H  -3.67674  -5.64420  -4.68788  0.344
H  -1.56925  -6.02387  -5.95096  0.356
H  0.51304  -4.91276  -5.19410  0.345
H  0.47675  -3.44112  -3.18046  0.366

***

Question: Look up the energy relative to the best compared isomer or geometry (same formula, charge and spin) of the second one.
Answer: 1.1 kcal per mole

***

Question: total charge of number 2 (C38H51BN9O2RbSSb2)?
Answer: -2